Entry 1:
Computed, not measured: a gas-phase ion, C4H4Cl2NS (charge +1) at a distorted geometry, with ωB97M-V/def2-TZVPD.

Structure (ORCA input):
```
! wB97M-V def2-TZVPD RIJCOSX def2/J DEFGRID3
* xyz 1 1
C -0.36898 1.14000 -1.48550
C 0.12014 -0.13392 -1.16430
C -0.75044 1.58572 1.08510
C 0.55689 -1.54249 0.91163
N 0.00197 -0.51093 0.02971
S -1.10659 2.17878 -0.43977
Cl 1.08455 -0.78027 -2.46391
Cl -1.40229 1.69531 2.54104
H -0.20992 1.62254 -2.47788
H 1.55529 -1.71797 0.61882
H 0.43535 -1.07455 1.87579
H 0.08404 -2.46222 0.96926
*
```

E_tot: -41570.73049 eV

Entry 2:
Computed, not measured: 2 unconnected molecules or ions with the total composition C6H7NO3 at a distorted geometry, with ωB97M-V/def2-TZVPD.

Structure (ORCA input):
```
! wB97M-V def2-TZVPD RIJCOSX def2/J DEFGRID3
* xyz 0 1
O 1.67122 1.72500 0.12209
C 1.82665 0.41648 -0.07305
O 2.56387 -0.06791 -0.90148
C -1.18619 0.16940 0.02723
C -1.07676 -0.80088 -1.04407
C -0.10975 -1.72366 -0.77408
C 0.42232 -1.55946 0.60745
C -0.30099 -0.35035 1.13196
N 1.12017 -0.31308 0.85466
H -2.59241 1.31001 0.44547
H -1.56676 -0.69211 -2.01211
H 0.27925 -2.45984 -1.47921
H 0.72568 -2.42027 1.20433
H -0.59066 -0.23442 2.17777
H 2.32390 2.20653 -0.40356
O -2.18948 2.24394 -0.08134
H -1.32006 2.55063 0.19795
*
```

E_tot: -13961.92904 eV

Entry 3:
Computed, not measured: a molecular structure, C2H3N3O4 at a distorted geometry, with ωB97M-V/def2-TZVPD.

Structure (ORCA input):
```
! wB97M-V def2-TZVPD RIJCOSX def2/J DEFGRID3
* xyz 0 1
C 1.21747 0.76610 -1.51293
C -0.57080 -0.50836 0.99660
N 0.01561 0.46237 -1.60084
N 0.81810 -0.31039 1.23055
N -0.97933 -0.27093 -0.20300
O -0.88077 0.28106 -2.39704
O 1.08548 -0.54562 2.42396
O -2.03648 -0.27422 -0.81375
O -1.36258 -0.73099 2.03075
H 1.61865 0.90198 -0.52772
H 1.61791 1.17049 -2.44813
H -0.54325 -0.94150 2.82154
*
```

E_tot: -14773.75802 eV

Entry 4:
Computed, not measured: a molecular structure, C32H57N4OP2STi at a distorted geometry, with ωB97M-V/def2-TZVPD.

Structure (ORCA input):
```
! wB97M-V def2-TZVPD RIJCOSX def2/J DEFGRID3
* xyz 1 3
C -0.65210 -1.69530 2.26509
C -2.10573 -1.49068 0.42709
C -1.53037 -2.54399 2.88792
C -3.14423 -2.13438 1.13052
C -2.81952 -2.75320 2.35427
H -1.24163 -3.00279 3.80769
H -4.08528 -2.28476 0.59669
H -3.56015 -3.31682 2.86567
N -0.90398 -1.19902 1.04650
P 1.33410 0.28018 2.34595
P -0.83249 -0.82902 -1.97522
C 0.62529 -1.30825 2.97354
H 0.45382 -1.21646 4.04619
H 1.37046 -2.09487 2.86788
C 1.90474 1.34814 -0.25653
O 2.79473 2.09935 -0.42942
C -2.16442 -1.51517 -0.99443
H -3.12715 -1.15719 -1.37234
C -1.09490 0.52591 -3.42976
C -0.90121 -2.62553 -2.73097
C 0.39722 1.55918 3.40996
C 3.14626 0.19059 2.91351
C -0.32881 1.81712 -3.09351
H 0.75878 1.67008 -3.04553
H -0.53153 2.55185 -3.89043
H -0.66235 2.23287 -2.13801
C -0.62854 0.04449 -4.81208
H 0.43265 -0.23909 -4.81451
H -1.23266 -0.78062 -5.20818
H -0.73992 0.88547 -5.51748
C -2.58424 0.82638 -3.42381
H -2.80287 1.58263 -4.19060
H -3.21329 -0.05330 -3.61511
H -2.86526 1.27626 -2.46804
C 0.31045 -2.84294 -3.60721
H 1.21109 -2.42264 -3.13655
H 0.48075 -3.92770 -3.71260
H 0.20426 -2.42060 -4.61496
C -0.87028 -3.66694 -1.58624
H -0.00700 -3.46697 -0.94525
H -1.77245 -3.65195 -0.96239
H -0.83116 -4.68501 -1.98895
C -2.25055 -2.73533 -3.49000
H -3.08373 -2.27345 -2.94089
H -2.25343 -2.28614 -4.49586
H -2.53015 -3.79706 -3.57612
C 3.74494 1.59043 2.70735
H 4.82732 1.54730 2.91029
H 3.62268 1.93438 1.67455
H 3.30706 2.34156 3.37750
C 3.94892 -0.81150 2.06342
H 3.55503 -1.83291 2.13443
H 3.98812 -0.53150 1.00528
H 4.98753 -0.82813 2.43586
C 3.30856 -0.25568 4.38004
H 2.71279 -1.14595 4.61541
H 4.36561 -0.51208 4.54935
H 3.06643 0.53284 5.09687
C -1.08479 1.18136 3.54496
H -1.22928 0.28229 4.15575
H -1.61138 2.00632 4.04913
H -1.56416 1.03334 2.57358
C 0.51437 2.93065 2.68763
H 0.01630 2.91594 1.71706
H 0.02452 3.68689 3.31428
H 1.55695 3.22631 2.52816
C 0.94873 1.71612 4.82808
H 0.93795 0.77016 5.37835
H 1.94663 2.16449 4.84356
H 0.28268 2.40941 5.36103
Ti 0.40969 0.11736 0.00720
N -0.97354 1.64527 0.12754
C -2.03669 2.26783 0.12595
C -3.55614 2.33794 0.08961
C -4.52792 1.26813 -0.52924
C -3.84568 2.24791 1.60180
C -3.62772 3.66890 -0.68237
H -4.45203 1.08864 -1.61123
H -4.49638 0.28847 -0.01423
H -5.56305 1.63713 -0.38418
H -3.06614 2.74525 2.19908
H -4.82057 2.64546 1.87967
H -3.83351 1.17202 1.87521
H -4.59809 3.85914 -1.12695
H -3.35848 4.47043 0.00499
H -2.89120 3.69230 -1.51795
S 1.93236 -1.82175 -0.57566
C 3.21038 -1.25269 -1.59413
N 4.50321 -1.57765 -1.37009
C 5.39713 -0.97948 -2.34189
C 4.46475 -0.13895 -3.19929
N 3.14833 -0.46315 -2.68131
H 4.76895 -2.15301 -0.59568
H 5.89784 -1.76068 -2.92648
H 6.15912 -0.37781 -1.83226
H 4.54153 -0.39133 -4.26349
H 4.66548 0.93420 -3.08519
H 2.30163 0.00477 -2.98681
*
```

⟨S²⟩: 2.02
E_tot: -94638.23294 eV

Entry 5:
Computed, not measured: a molecular structure, C17H22Br6O15 at a distorted geometry, with ωB97M-V/def2-TZVPD.

Structure (ORCA input):
```
! wB97M-V def2-TZVPD RIJCOSX def2/J DEFGRID3
* xyz 0 1
C 2.43866 6.17421 0.08243
Br 2.83451 6.55734 2.00767
Br 3.48372 7.30240 -1.15988
Br 0.48572 6.32763 -0.32716
H 2.69658 5.13382 -0.11549
C 4.59211 -6.60846 -3.92012
Br 4.50266 -8.12852 -2.71906
Br 4.39228 -4.90187 -2.82903
Br 3.11740 -6.72746 -5.25424
H 5.59539 -6.55592 -4.34293
C -0.86028 -0.30496 7.99589
C -0.09312 -1.47420 7.33249
O 1.21573 -0.97299 7.59794
C 1.26530 0.17240 8.33712
O 2.26385 0.81617 8.54116
O 0.07438 0.52739 8.63872
H -1.51726 -0.66195 8.78902
H -1.58574 0.14715 7.31958
H -0.22659 -1.45482 6.25087
H -0.38086 -2.43979 7.74833
C 5.13102 0.55815 3.95143
C 5.66674 1.97174 4.21825
O 5.76540 2.51311 2.93903
C 5.68559 1.63195 1.99966
O 5.86211 1.80877 0.84020
O 5.38365 0.38126 2.56357
H 4.05358 0.53172 4.11428
H 5.49652 -0.30875 4.50188
H 6.65672 2.10094 4.65569
H 4.85807 2.54097 4.67664
C -0.68308 -0.27966 -1.15959
C -0.50496 -1.51491 -0.41450
O -0.75429 -1.21352 0.93196
C -0.57525 0.05530 1.05445
O -0.51669 0.64661 2.15435
O -0.43321 0.61583 -0.10229
H -1.68721 -0.19173 -1.57443
H -0.01908 -0.16951 -2.01695
H 0.48904 -1.94452 -0.53899
H -1.19633 -2.30729 -0.70125
C -5.93982 3.20144 -0.56437
C -5.69794 3.66184 0.91330
O -6.35502 2.76502 1.74478
C -6.18065 1.56704 1.10047
O -6.27344 0.43858 1.61434
O -6.00186 1.80870 -0.20121
H -5.10146 3.44701 -1.21624
H -6.83550 3.73858 -0.87637
H -6.08635 4.67450 1.02172
H -4.64240 3.81530 1.13778
C -3.19695 -3.41429 -10.05883
C -1.77482 -2.96810 -10.42228
O -1.31567 -2.42437 -9.26402
C -2.23181 -2.38802 -8.36329
O -1.99619 -2.05806 -7.22874
O -3.36213 -2.89827 -8.79807
H -3.27559 -4.50142 -10.06718
H -3.85599 -2.98280 -10.81221
H -1.90562 -2.17826 -11.16198
H -0.94361 -3.65873 -10.56445
*
```

E_tot: -468949.12669 eV

Entry 6:
Computed, not measured: a single CH3NO2 molecule at a distorted geometry, with ωB97M-V/def2-TZVPD.

Structure (ORCA input):
```
! wB97M-V def2-TZVPD RIJCOSX def2/J DEFGRID3
* xyz 0 3
C -0.09326 0.65276 -0.23684
N -0.53199 -0.63370 0.10076
O 1.16964 0.98792 -0.08403
O 1.94563 -0.11863 0.10737
H -0.87235 1.32704 0.02063
H -0.10536 -1.52434 -0.36997
H -1.51230 -0.69105 0.46208
*
```

⟨S²⟩: 2.01
E_tot: -6664.02743 eV

Which formula does entry 4 have?
C32H57N4OP2STi

Which of these has the highest E_tot?
CH3NO2

What is the formula in the sixth record?
CH3NO2

The highest E_tot belongs to which entry?
CH3NO2